1.
Formula: C48H108NO3P3
Source: the Open Molecules 2025 dataset
Level of theory: wB97M-V/def2-TZVPD

* relative energy (zero: lowest compared OMol25 entry of this formula, charge and spin): 171.5 kcal/mol
* molecular weight: 840.3 g/mol
* largest force on an atom: 5.09 eV/A
* HOMO: -7.9 eV
* LUMO energy: -2.55 eV
* charge: +2
* DFT total energy: -87006.4250 eV

Geometry as XYZ:
```
163
C48H108NO3P3 wB97M-V/def2-TZVPD
C 12.390 2.781 -10.859
C 10.985 3.405 -10.727
C 10.450 3.603 -9.313
C 9.012 4.105 -9.273
P 7.716 2.887 -8.732
C 5.911 3.505 -8.686
C 5.091 3.032 -7.518
C 3.694 3.424 -7.623
C 2.831 2.837 -6.528
C 8.014 2.346 -6.965
C 8.706 3.419 -6.036
C 8.791 3.002 -4.548
C 7.259 2.555 -3.966
C 7.807 1.437 -9.776
C 6.931 0.220 -9.318
C 7.452 -1.108 -10.023
C 7.064 -1.314 -11.498
H 12.660 2.486 -11.873
H 12.529 1.969 -10.146
H 13.222 3.471 -10.717
H 10.377 2.759 -11.361
H 11.043 4.396 -11.177
H 10.988 4.285 -8.655
H 10.608 2.634 -8.839
H 8.613 4.494 -10.210
H 8.871 4.872 -8.512
H 5.393 3.371 -9.635
H 5.944 4.580 -8.509
H 5.551 3.572 -6.691
H 5.223 1.967 -7.327
H 3.304 3.097 -8.587
H 3.491 4.495 -7.620
H 2.427 1.870 -6.827
H 2.043 3.588 -6.472
H 3.250 2.713 -5.529
H 8.571 1.409 -6.986
H 7.082 2.085 -6.463
H 8.097 4.323 -6.052
H 9.706 3.712 -6.355
H 9.298 3.803 -4.010
H 9.458 2.140 -4.568
H 7.223 1.481 -3.781
H 6.417 2.802 -4.612
H 7.047 3.028 -3.007
H 8.863 1.188 -9.880
H 7.724 1.592 -10.852
H 5.907 0.356 -9.664
H 6.924 0.083 -8.236
H 7.088 -1.911 -9.382
H 8.514 -1.065 -9.782
H 6.361 -0.587 -11.906
H 6.707 -2.342 -11.553
H 7.882 -1.413 -12.212
C -0.191 -12.254 8.441
C -1.176 -11.338 9.143
C -2.002 -10.412 8.167
C -3.256 -9.864 8.707
P -3.695 -8.376 7.733
C -2.318 -7.316 7.412
C -2.602 -6.210 6.420
C -1.311 -5.670 5.809
C -1.637 -4.393 5.068
C -4.344 -8.978 6.122
C -5.305 -10.209 6.311
C -5.700 -10.896 5.037
C -6.186 -9.895 3.887
C -5.130 -7.413 8.502
C -4.893 -6.503 9.652
C -6.233 -5.802 9.955
C -6.217 -4.328 10.571
H 0.293 -11.698 7.638
H -0.682 -13.147 8.053
H 0.674 -12.588 9.013
H -0.695 -10.493 9.635
H -1.826 -11.869 9.840
H -2.142 -11.011 7.268
H -1.259 -9.665 7.887
H -3.029 -9.495 9.707
H -4.059 -10.564 8.939
H -1.656 -7.971 6.845
H -1.954 -6.909 8.355
H -3.153 -5.503 7.040
H -3.343 -6.509 5.679
H -0.718 -6.359 5.207
H -0.716 -5.448 6.695
H -2.391 -4.557 4.298
H -0.761 -4.101 4.489
H -1.820 -3.550 5.734
H -3.524 -9.292 5.477
H -4.840 -8.125 5.659
H -6.158 -9.655 6.703
H -5.126 -10.884 7.148
H -6.303 -11.768 5.293
H -4.732 -11.327 4.783
H -5.908 -8.844 3.965
H -7.266 -9.917 4.036
H -6.089 -10.335 2.894
H -5.949 -8.059 8.816
H -5.636 -6.786 7.768
H -4.173 -5.744 9.346
H -4.410 -6.995 10.497
H -6.804 -6.521 10.542
H -6.779 -5.428 9.089
H -6.579 -3.617 9.829
H -5.206 -4.058 10.876
H -6.874 -4.143 11.421
C -5.963 0.645 1.944
C -5.115 1.339 0.914
C -4.824 2.805 1.240
C -4.211 3.549 0.022
P -4.040 5.344 0.169
C -3.137 5.647 1.681
C -2.635 7.026 1.879
C -2.037 7.266 3.296
C -0.916 6.208 3.737
C -3.233 5.905 -1.440
C -3.776 7.158 -2.170
C -2.825 7.521 -3.293
C -1.416 8.023 -2.823
C -5.681 6.198 0.349
C -6.490 6.059 1.668
C -7.579 7.174 1.927
C -7.133 8.597 2.144
H -6.127 -0.395 1.663
H -6.951 1.107 1.949
H -5.568 0.647 2.960
H -5.588 1.312 -0.067
H -4.168 0.824 0.748
H -4.178 2.864 2.116
H -5.778 3.274 1.481
H -4.776 3.329 -0.885
H -3.299 3.038 -0.288
H -2.306 4.943 1.633
H -3.807 5.355 2.490
H -3.474 7.712 1.766
H -1.878 7.253 1.127
H -2.775 6.937 4.027
H -1.660 8.285 3.385
H -0.192 6.588 4.458
H -0.344 5.981 2.838
H -1.299 5.235 4.043
H -3.278 5.012 -2.063
H -2.204 6.054 -1.111
H -3.943 8.085 -1.622
H -4.768 6.889 -2.531
H -3.268 8.270 -3.948
H -2.789 6.636 -3.928
H -0.865 8.328 -3.712
H -0.827 7.241 -2.345
H -1.465 8.861 -2.128
H -6.248 6.018 -0.564
H -5.354 7.221 0.165
H -5.862 6.207 2.547
H -6.911 5.062 1.800
H -8.182 7.078 2.830
H -8.394 6.951 1.239
H -8.105 9.018 2.398
H -6.971 8.988 1.140
H -6.309 8.693 2.852
N 2.548 2.494 2.052
O 3.693 2.521 2.531
O 1.682 1.801 2.570
O 2.277 3.171 1.117
```

=====

2.
Formula: C48H113B3F16N13O18S4
Source: the Open Molecules 2025 dataset
Level of theory: wB97M-V/def2-TZVPD

* molecular weight: 1625.2 g/mol
* largest force on an atom: 7.60 eV/A
* HOMO: -13.5 eV
* LUMO energy: -5.75 eV
* charge: +3
* DFT total energy: -196672.1904 eV

Geometry as XYZ:
```
215
C48H113B3F16N13O18S4 wB97M-V/def2-TZVPD
C -25.711 -22.887 -10.935
C -25.311 -21.577 -11.612
N -26.114 -21.474 -12.857
C -26.428 -22.396 -13.831
C -27.073 -21.780 -14.849
N -27.324 -20.495 -14.437
C -26.675 -20.324 -13.279
C -28.056 -19.411 -15.053
H -26.680 -22.763 -10.444
H -24.998 -23.083 -10.137
H -25.824 -23.726 -11.616
H -24.259 -21.639 -11.892
H -25.411 -20.722 -10.948
H -26.256 -23.457 -13.759
H -27.443 -22.175 -15.780
H -26.624 -19.373 -12.766
H -29.126 -19.607 -15.112
H -27.737 -19.288 -16.088
H -27.897 -18.444 -14.587
C -31.789 -15.000 -13.188
C -30.608 -14.231 -13.756
N -29.400 -14.667 -13.036
C -28.562 -15.697 -13.377
C -27.555 -15.652 -12.450
N -27.843 -14.764 -11.453
C -28.937 -14.115 -11.901
C -26.953 -14.209 -10.451
H -31.571 -16.046 -12.946
H -32.687 -15.025 -13.805
H -32.084 -14.682 -12.185
H -30.792 -13.195 -13.477
H -30.362 -14.342 -14.806
H -28.747 -16.311 -14.244
H -26.626 -16.196 -12.376
H -29.500 -13.372 -11.350
H -26.765 -14.951 -9.676
H -27.479 -13.363 -10.011
H -26.005 -13.914 -10.897
C -33.844 -11.968 -13.327
C -33.975 -10.460 -13.338
N -34.693 -9.928 -12.190
C -35.995 -9.557 -12.076
C -36.243 -9.056 -10.827
N -35.029 -8.959 -10.260
C -34.089 -9.509 -11.036
C -34.700 -8.221 -9.051
H -33.539 -12.363 -14.296
H -34.791 -12.473 -13.116
H -33.179 -12.344 -12.554
H -34.461 -9.992 -14.197
H -32.978 -10.021 -13.407
H -36.691 -9.886 -12.833
H -37.215 -8.857 -10.411
H -33.050 -9.752 -10.870
H -34.395 -7.197 -9.284
H -33.761 -8.571 -8.621
H -35.462 -8.153 -8.282
C -26.077 -10.042 -8.904
O -27.225 -10.407 -8.151
C -28.352 -9.605 -8.394
C -29.384 -9.943 -7.331
N -28.830 -9.986 -5.873
H -29.704 -9.846 -5.372
H -28.420 -10.917 -5.611
C -27.857 -8.886 -5.472
C -28.513 -7.496 -5.382
O -29.203 -7.211 -6.561
C -29.675 -5.894 -6.632
H -26.193 -9.069 -9.389
H -26.016 -10.752 -9.739
H -25.223 -10.148 -8.240
H -28.806 -9.883 -9.352
H -28.081 -8.546 -8.364
H -29.940 -10.852 -7.553
H -30.230 -9.256 -7.321
H -27.087 -8.881 -6.240
H -27.377 -9.156 -4.535
H -27.736 -6.766 -5.127
H -29.166 -7.470 -4.499
H -30.348 -5.529 -5.851
H -30.204 -5.771 -7.578
H -28.820 -5.211 -6.698
C -29.380 -10.869 -14.438
O -29.275 -12.072 -15.175
C -27.949 -12.209 -15.693
C -27.836 -13.460 -16.576
N -28.825 -13.380 -17.690
H -29.246 -14.303 -17.891
H -29.678 -12.887 -17.407
C -28.255 -12.790 -18.979
C -27.971 -11.307 -18.820
O -29.184 -10.678 -18.514
C -29.069 -9.282 -18.443
H -28.825 -10.824 -13.499
H -30.440 -10.701 -14.237
H -29.160 -10.114 -15.205
H -27.382 -12.438 -14.782
H -27.586 -11.288 -16.152
H -28.096 -14.281 -15.912
H -26.827 -13.600 -16.949
H -29.038 -12.810 -19.733
H -27.322 -13.326 -19.129
H -27.555 -10.970 -19.778
H -27.131 -11.088 -18.150
H -30.023 -8.770 -18.536
H -28.497 -8.832 -19.267
H -28.490 -8.969 -17.566
C -19.848 -16.011 -15.081
O -19.880 -15.924 -13.643
C -18.602 -15.493 -13.138
C -18.764 -14.075 -12.553
N -19.981 -14.030 -11.636
H -19.960 -13.083 -11.270
H -20.817 -14.342 -12.137
C -19.835 -14.968 -10.436
C -21.067 -14.788 -9.588
O -22.139 -15.514 -10.152
C -23.392 -15.347 -9.555
H -20.074 -15.041 -15.528
H -20.572 -16.667 -15.566
H -18.876 -16.444 -15.312
H -17.785 -15.593 -13.851
H -18.206 -16.075 -12.301
H -19.094 -13.428 -13.367
H -17.884 -13.695 -12.042
H -19.001 -14.718 -9.783
H -19.799 -15.988 -10.809
H -21.404 -13.747 -9.513
H -20.858 -15.175 -8.586
H -23.173 -15.277 -8.478
H -24.170 -16.044 -9.848
H -23.833 -14.334 -9.644
C -32.428 -19.731 -4.113
O -31.776 -19.615 -5.382
C -31.006 -20.783 -5.614
C -31.116 -21.105 -7.097
N -30.714 -20.003 -8.067
H -30.699 -20.625 -8.872
H -31.410 -19.263 -8.163
C -29.341 -19.400 -7.746
C -29.052 -18.236 -8.640
O -30.165 -17.353 -8.502
C -30.217 -16.450 -9.579
H -33.012 -20.656 -4.089
H -33.130 -18.902 -4.053
H -31.747 -19.775 -3.261
H -31.302 -21.662 -5.034
H -29.997 -20.650 -5.205
H -32.185 -21.293 -7.204
H -30.588 -21.996 -7.434
H -28.680 -20.247 -7.918
H -29.479 -19.101 -6.711
H -28.776 -18.497 -9.663
H -28.191 -17.717 -8.207
H -29.510 -15.626 -9.443
H -31.199 -15.976 -9.643
H -30.081 -16.872 -10.582
C -22.801 -7.751 -17.745
O -22.503 -9.060 -17.249
C -21.784 -9.116 -16.043
C -21.735 -10.570 -15.620
N -23.107 -11.236 -15.795
H -23.624 -10.859 -14.997
H -23.602 -10.793 -16.573
C -23.288 -12.746 -15.802
C -22.307 -13.386 -14.831
O -22.463 -12.915 -13.492
C -23.670 -13.233 -12.798
H -23.663 -7.898 -18.388
H -21.965 -7.401 -18.355
H -22.937 -6.993 -16.972
H -22.383 -8.636 -15.255
H -20.828 -8.589 -16.063
H -21.443 -10.661 -14.575
H -21.062 -11.242 -16.151
H -23.067 -13.096 -16.811
H -24.357 -12.905 -15.664
H -21.266 -13.127 -15.017
H -22.378 -14.475 -14.831
H -23.568 -12.956 -11.750
H -23.973 -14.284 -12.809
H -24.568 -12.726 -13.165
N -28.400 -12.683 -5.340
S -27.766 -13.485 -4.208
O -26.378 -13.208 -4.023
O -28.166 -14.864 -4.081
F -28.437 -12.864 -2.895
S -27.696 -13.502 -6.622
O -27.999 -14.890 -6.777
O -26.460 -13.011 -7.188
F -28.702 -12.802 -7.721
N -30.784 -15.207 -17.534
S -30.547 -16.674 -17.262
O -31.298 -17.634 -18.004
O -30.285 -17.016 -15.880
F -29.092 -16.846 -17.932
S -32.471 -15.129 -17.408
O -32.976 -15.878 -16.294
O -33.217 -15.171 -18.624
F -32.657 -13.612 -16.919
B -25.579 -15.920 -15.401
F -24.210 -15.874 -15.606
F -26.193 -16.023 -16.656
F -26.076 -16.947 -14.629
F -25.813 -14.646 -14.780
B -31.688 -12.258 -10.161
F -31.485 -11.598 -11.408
F -32.399 -13.445 -10.313
F -30.410 -12.457 -9.634
F -32.396 -11.436 -9.266
B -25.558 -17.743 -10.373
F -26.413 -16.674 -9.957
F -25.537 -17.666 -11.753
F -24.284 -17.688 -9.793
F -26.133 -18.926 -9.926
```